# 1
Density functional theory data (ωB97M-V/def2-TZVPD) for the ion C4H12NS with charge +1.

- SMILES = CSCCC[NH3+]
- orbital gap (eV) = 8.47
- HOMO (eV) = -12.1823

The geometry in ORCA input format:
```
! RIJCOSX wB97M-V def2-TZVPD def2/J DEFGRID3
* xyz 1 1
C 1.841 2.200 -1.378
S 1.659 0.851 -0.118
C 0.329 -0.161 -0.791
C -1.027 -0.107 -0.199
C -1.033 -0.406 1.331
N -0.707 -1.906 1.498
H 2.395 3.044 -1.007
H 0.921 2.652 -1.733
H 2.439 1.712 -2.136
H 0.231 0.164 -1.886
H 0.787 -1.163 -0.839
H -1.511 0.876 -0.224
H -1.702 -0.862 -0.636
H -0.315 0.231 1.855
H -2.001 -0.317 1.854
H -1.630 -2.309 1.276
H -0.156 -2.219 0.699
H -0.519 -2.278 2.433
*
```

# 2
Density functional theory data (ωB97M-V/def2-TZVPD) for a cluster of 2 separate species, C5H14 in total.

- orbital gap (spin up / spin down) (eV) = 13.31 / 4.48
- HOMO (spin up / spin down) (eV) = -16.1845 / -15.5756

The geometry in ORCA input format:
```
! RIJCOSX wB97M-V def2-TZVPD def2/J DEFGRID3
* xyz 1 2
C 0.953 -0.027 0.554
C 0.926 -1.204 1.495
C 2.334 0.409 -0.063
H 0.336 -0.140 -0.348
H 0.566 0.854 1.147
H 1.070 -2.162 0.944
H 3.036 -0.362 -0.248
H 0.010 -1.214 2.050
H 1.882 -1.058 2.019
H 2.100 1.177 -0.909
H 2.897 0.965 0.515
C -2.060 -0.499 -0.928
C -1.914 1.047 -0.834
H -1.184 -1.023 -0.485
H -3.181 -0.477 -0.485
H -2.000 -0.778 -2.103
H -1.017 1.596 -1.204
H -1.898 1.297 0.197
H -2.855 1.598 -1.316
*
```

# 3
Density functional theory data (ωB97M-V/def2-TZVPD) for a cluster of 2 separate species, C9H15N5O in total.

- SMILES = C=CCNc1ncnc(NC)c1N=O.C
- orbital gap (eV) = 8.03
- HOMO (eV) = -8.5994

The geometry in ORCA input format:
```
! RIJCOSX wB97M-V def2-TZVPD def2/J DEFGRID3
* xyz 0 1
C 3.289 -1.651 0.754
C 2.059 -1.295 0.682
C 1.190 -0.938 -0.500
N 0.075 -1.838 -0.756
C -1.315 -1.474 -0.613
N -2.181 -2.517 -0.376
C -3.398 -2.171 0.016
N -3.945 -0.916 0.021
C -3.104 0.074 -0.059
N -3.594 1.263 0.341
C -2.776 2.450 0.707
C -1.770 -0.118 -0.556
N -1.283 1.059 -1.069
O -0.178 1.111 -1.624
H 3.975 -1.710 1.580
H 4.090 -1.896 0.022
H 1.566 -1.111 1.635
H 0.878 0.100 -0.333
H 1.769 -0.932 -1.439
H 0.195 -2.834 -0.817
H -4.013 -3.030 0.248
H -4.524 1.293 0.757
H -1.726 2.215 0.639
H -2.842 3.349 0.047
H -2.905 2.786 1.752
C 4.102 1.758 -0.200
H 5.084 1.511 0.004
H 4.044 2.820 -0.122
H 3.387 1.236 0.443
H 3.850 1.406 -1.185
*
```

# 4
Density functional theory data (ωB97M-V/def2-TZVPD) for a structure of composition C4H9N2.

- orbital gap (spin up / spin down) (eV) = 6.79 / 8.60
- HOMO (spin up / spin down) (eV) = -10.9643 / -14.6563

The geometry in ORCA input format:
```
! RIJCOSX wB97M-V def2-TZVPD def2/J DEFGRID3
* xyz 1 3
C 0.692 -0.052 1.511
C 0.531 0.457 0.046
C -0.235 -0.970 -0.025
C -2.393 -0.078 -0.349
N 0.047 -1.160 1.307
N 1.821 0.418 -0.676
H 0.903 0.371 2.457
H 0.136 1.422 0.019
H -0.042 -1.653 -0.749
H -2.739 0.030 -1.419
H -2.015 0.760 0.167
H -3.040 -0.643 0.329
H 1.700 0.917 -1.569
H 2.024 -0.548 -0.932
H 2.610 0.730 -0.117
*
```

# 5
Density functional theory data (ωB97M-V/def2-TZVPD) for a structure of composition C2H3Br2NO3.

- orbital gap (eV) = 9.33
- HOMO (eV) = -9.4530

The geometry in ORCA input format:
```
! RIJCOSX wB97M-V def2-TZVPD def2/J DEFGRID3
* xyz 0 1
C -0.345 -0.313 -0.940
C -1.034 0.471 1.609
N 0.923 -0.122 -0.878
O 1.547 0.927 -0.864
O 1.681 -1.290 -0.773
O -0.394 -0.413 2.045
Br -2.899 0.307 1.213
Br -0.394 2.248 1.382
H -0.985 0.531 -1.123
H -0.716 -1.318 -0.950
H 2.616 -1.027 -0.722
*
```

# 6
Density functional theory data (ωB97M-V/def2-TZVPD) for the molecule C3H4N2O3.

- SMILES = [H]/N=C(/N)OC(=O)C=O
- orbital gap (eV) = 9.50
- HOMO (eV) = -10.0629

The geometry in ORCA input format:
```
! RIJCOSX wB97M-V def2-TZVPD def2/J DEFGRID3
* xyz 0 1
H -2.151 -0.208 -0.182
N -1.785 0.621 -0.618
C -0.656 0.971 -0.230
N -0.107 2.213 -0.543
O 0.194 0.150 0.560
C 0.091 -1.168 0.281
O -0.880 -1.807 0.031
C 1.467 -1.821 0.712
O 2.479 -1.145 0.589
H -0.875 2.765 -0.690
H 0.820 2.353 -0.902
H 1.402 -2.923 0.993
*
```

no.,maximum force (eV/A)
1,3.19
2,6.70
3,5.08
4,6.34
5,0.92
6,3.53